Run A
{"formula": "C4H13N2", "method": "wB97M-V/def2-TZVPD", "orbital_gap_ev": [5.4, 9.8], "multiplicity": 2, "s_squared": 0.7530, "elements": ["C", "C", "H", "H", "H", "H", "H", "H", "C", "N", "C", "N", "H", "H", "H", "H", "H", "H", "H"], "xyz": [[2.076, 0.693, -0.163], [2.047, 2.000, -0.936], [1.588, 0.790, 0.810], [3.093, 0.358, 0.034], [1.529, -0.104, -0.666], [2.409, 2.829, -0.326], [2.736, 1.939, -1.779], [1.052, 2.271, -1.280], [-2.010, 0.106, -0.809], [-1.957, -1.010, 0.104], [-0.891, -1.267, 0.931], [-0.885, -2.337, 1.804], [-2.928, 0.676, -0.643], [-1.991, -0.229, -1.851], [-1.158, 0.763, -0.641], [-2.778, -1.580, 0.117], [-0.067, -0.576, 0.899], [-1.721, -2.857, 1.922], [-0.148, -2.466, 2.473]]}


Run B
{"formula": "C4H13N2", "method": "wB97M-V/def2-TZVPD", "orbital_gap_ev": [9.5, 9.5], "multiplicity": 2, "s_squared": 0.7542, "elements": ["C", "N", "C", "N", "C", "C", "H", "H", "H", "H", "H", "H", "H", "H", "H", "H", "H", "H", "H"], "xyz": [[1.198, 0.341, 0.112], [1.553, -1.074, 0.226], [-0.250, 0.635, 0.162], [0.719, -2.139, -2.402], [-2.173, 2.148, 0.640], [-0.721, 1.796, 0.583], [1.831, 1.143, 0.488], [1.372, -0.028, -0.974], [2.546, -1.157, 0.459], [0.154, -1.777, 2.228], [-0.904, -0.157, -0.204], [1.120, -2.029, -1.480], [1.371, -2.281, -3.156], [0.002, -2.853, -2.418], [-2.465, 2.410, 1.652], [-2.419, 2.963, -0.048], [-2.785, 1.301, 0.326], [-0.144, -1.790, 2.910], [-0.004, 2.547, 0.896]]}


Referenced to the most stable arrangement, the calculated values in hartree are run A 0.0000; run B 0.0635.


Run A
{"formula": "C45H54BaN7O4S3", "method": "wB97M-V/def2-TZVPD", "orbital_gap_ev": 5.5, "charge": -1, "elements": ["Ba", "N", "C", "C", "O", "O", "H", "H", "H", "H", "S", "C", "N", "N", "C", "C", "C", "C", "C", "C", "N", "N", "C", "C", "C", "C", "C", "C", "H", "H", "H", "H", "H", "H", "H", "H", "H", "H", "H", "O", "S", "C", "C", "C", "C", "S", "O", "C", "C", "C", "C", "C", "C", "C", "C", "C", "C", "C", "C", "H", "H", "H", "H", "H", "H", "H", "H", "H", "H", "H", "H", "H", "H", "H", "H", "H", "H", "C", "N", "C", "C", "C", "N", "C", "C", "H", "H", "H", "H", "H", "H", "H", "H", "H", "H", "H", "H", "H", "H", "H", "H", "C", "C", "C", "C", "C", "C", "C", "C", "H", "H", "H", "H", "H"], "xyz": [[0.243, -0.610, 0.943], [-1.452, -3.727, 3.273], [-0.082, -4.168, 2.995], [0.742, -3.130, 2.221], [1.481, -3.502, 1.284], [0.621, -1.945, 2.594], [-1.939, -3.644, 2.385], [-1.394, -2.773, 3.621], [-0.098, -5.110, 2.455], [0.429, -4.327, 3.949], [1.196, 2.170, 2.190], [2.255, 2.016, 0.832], [3.496, 1.729, 0.954], [4.222, 1.651, -0.201], [5.568, 1.415, -0.170], [6.197, 0.930, 0.987], [7.554, 0.666, 0.978], [8.319, 0.880, -0.163], [7.701, 1.377, -1.304], [6.344, 1.641, -1.316], [1.660, 2.161, -0.464], [1.367, 0.874, -1.039], [1.607, 0.799, -2.366], [2.005, 1.885, -3.193], [2.189, 1.712, -4.554], [2.003, 0.476, -5.161], [1.630, -0.604, -4.364], [1.438, -0.452, -3.008], [3.791, 1.940, -1.071], [5.591, 0.771, 1.866], [8.028, 0.291, 1.877], [9.379, 0.661, -0.168], [8.294, 1.576, -2.189], [5.869, 2.027, -2.211], [2.155, 2.862, -2.754], [2.476, 2.568, -5.156], [2.161, 0.350, -6.225], [1.495, -1.579, -4.820], [1.176, -1.301, -2.385], [-0.925, -2.721, 0.065], [0.150, -3.426, -0.697], [-0.594, -3.637, -2.417], [-2.063, -3.248, -2.456], [-2.245, -1.759, -2.728], [-3.688, -1.304, -2.552], [-3.801, 0.082, -1.324], [-2.704, -0.121, -0.346], [-3.281, 1.310, -2.538], [-1.938, 1.525, -2.794], [-1.580, 2.439, -3.775], [-2.556, 3.158, -4.448], [-3.898, 2.966, -4.151], [-4.267, 2.027, -3.202], [-0.051, -5.179, -0.331], [1.059, -6.001, -0.454], [0.976, -7.325, -0.059], [-0.217, -7.826, 0.451], [-1.327, -7.002, 0.554], [-1.244, -5.672, 0.164], [-0.434, -4.676, -2.699], [0.001, -3.002, -3.075], [-2.512, -3.482, -1.487], [-2.589, -3.832, -3.217], [-1.885, -1.519, -3.729], [-1.621, -1.213, -2.016], [-4.324, -2.096, -2.152], [-4.141, -0.916, -3.464], [-1.176, 0.995, -2.234], [-0.531, 2.590, -3.992], [-2.269, 3.888, -5.194], [-4.657, 3.547, -4.661], [-5.312, 1.852, -2.970], [1.986, -5.585, -0.828], [1.848, -7.964, -0.120], [-0.277, -8.853, 0.785], [-2.251, -7.385, 0.968], [-2.095, -5.010, 0.271], [-3.223, -0.025, 3.374], [-2.083, 0.871, 3.297], [-2.417, 2.030, 2.479], [-1.662, 1.315, 4.622], [-1.007, 0.261, 5.516], [0.333, -0.116, 5.124], [1.317, 0.889, 5.481], [0.714, -1.393, 5.688], [-4.091, 0.457, 3.860], [-2.968, -0.920, 3.942], [-3.506, -0.335, 2.367], [-3.227, 2.629, 2.934], [-2.737, 1.696, 1.491], [-1.535, 2.659, 2.357], [-2.539, 1.710, 5.171], [-0.958, 2.135, 4.475], [-1.625, -0.640, 5.526], [-1.013, 0.664, 6.548], [1.420, 0.984, 6.580], [1.048, 1.854, 5.062], [2.282, 0.616, 5.056], [0.776, -1.371, 6.792], [1.689, -1.677, 5.290], [-0.001, -2.163, 5.396], [0.703, 3.097, -0.606], [-0.127, 3.947, -0.818], [-1.108, 4.955, -1.053], [-2.383, 4.854, -0.485], [-3.360, 5.789, -0.777], [-3.085, 6.849, -1.630], [-1.819, 6.968, -2.188], [-0.837, 6.034, -1.900], [-2.593, 4.024, 0.178], [-4.350, 5.690, -0.347], [-3.855, 7.571, -1.870], [-1.604, 7.788, -2.863], [0.147, 6.121, -2.344]]}


Run B
{"formula": "C45H54BaN7O4S3", "method": "wB97M-V/def2-TZVPD", "orbital_gap_ev": 6.1, "charge": -1, "elements": ["Ba", "N", "C", "C", "O", "O", "H", "H", "H", "H", "S", "C", "N", "N", "C", "C", "C", "C", "C", "C", "N", "N", "C", "C", "C", "C", "C", "C", "H", "H", "H", "H", "H", "H", "H", "H", "H", "H", "H", "O", "S", "C", "C", "C", "C", "S", "O", "C", "C", "C", "C", "C", "C", "C", "C", "C", "C", "C", "C", "H", "H", "H", "H", "H", "H", "H", "H", "H", "H", "H", "H", "H", "H", "H", "H", "H", "H", "C", "N", "C", "C", "C", "N", "C", "C", "H", "H", "H", "H", "H", "H", "H", "H", "H", "H", "H", "H", "H", "H", "H", "H", "C", "C", "C", "C", "C", "C", "C", "C", "H", "H", "H", "H", "H"], "xyz": [[-0.873, -0.176, -0.077], [0.104, -2.035, -2.208], [0.775, -1.228, -3.238], [1.339, 0.096, -2.694], [2.153, 0.701, -3.393], [0.871, 0.465, -1.568], [0.778, -2.505, -1.612], [-0.451, -2.765, -2.637], [0.030, -0.950, -3.987], [1.582, -1.752, -3.759], [-0.444, -2.892, 1.537], [1.260, -3.152, 1.436], [1.781, -4.340, 1.528], [3.135, -4.486, 1.510], [3.684, -5.739, 1.334], [2.902, -6.898, 1.325], [3.509, -8.134, 1.173], [4.885, -8.252, 1.024], [5.659, -7.098, 1.030], [5.071, -5.855, 1.184], [2.203, -2.097, 1.257], [1.757, -0.970, 1.012], [2.759, 0.012, 0.823], [4.066, -0.275, 0.452], [4.973, 0.759, 0.292], [4.582, 2.075, 0.504], [3.271, 2.359, 0.857], [2.359, 1.328, 0.998], [3.695, -3.676, 1.292], [1.832, -6.804, 1.434], [2.889, -9.023, 1.167], [5.346, -9.224, 0.903], [6.733, -7.164, 0.911], [5.682, -4.959, 1.189], [4.354, -1.302, 0.270], [5.988, 0.540, -0.014], [5.295, 2.879, 0.371], [2.955, 3.386, 0.999], [1.325, 1.529, 1.252], [-1.477, 2.121, 0.618], [-2.376, 3.072, -0.139], [-2.415, 4.548, 0.942], [-1.098, 4.749, 1.668], [-1.104, 4.035, 3.014], [0.285, 3.580, 3.404], [0.199, 2.662, 4.968], [-0.894, 1.663, 4.817], [1.735, 1.787, 4.677], [1.665, 0.435, 4.383], [2.840, -0.259, 4.123], [4.059, 0.402, 4.155], [4.116, 1.756, 4.468], [2.950, 2.455, 4.741], [-1.383, 3.813, -1.432], [-1.988, 4.724, -2.286], [-1.266, 5.229, -3.355], [0.041, 4.806, -3.574], [0.629, 3.885, -2.720], [-0.083, 3.392, -1.635], [-3.233, 4.385, 1.648], [-2.695, 5.380, 0.295], [-0.916, 5.815, 1.813], [-0.282, 4.376, 1.041], [-1.731, 3.147, 2.954], [-1.536, 4.683, 3.785], [0.990, 4.400, 3.561], [0.681, 2.908, 2.645], [0.696, -0.049, 4.343], [2.794, -1.313, 3.875], [4.970, -0.139, 3.933], [5.069, 2.268, 4.496], [2.985, 3.510, 4.991], [-3.027, 5.002, -2.147], [-1.734, 5.928, -4.038], [0.589, 5.174, -4.432], [1.621, 3.495, -2.912], [0.359, 2.626, -1.014], [-3.165, -3.511, -0.686], [-3.555, -2.110, -0.775], [-4.020, -1.837, -2.129], [-4.611, -1.802, 0.181], [-4.135, -1.671, 1.620], [-3.350, -0.472, 1.888], [-2.738, -0.559, 3.210], [-4.164, 0.731, 1.815], [-4.013, -4.175, -0.933], [-2.790, -3.760, 0.305], [-2.354, -3.709, -1.387], [-4.880, -2.477, -2.394], [-3.214, -2.024, -2.839], [-4.292, -0.788, -2.227], [-5.398, -2.578, 0.147], [-5.083, -0.870, -0.135], [-3.517, -2.533, 1.883], [-5.021, -1.698, 2.281], [-3.501, -0.593, 4.007], [-2.104, 0.310, 3.387], [-2.117, -1.452, 3.271], [-5.025, 0.679, 2.505], [-4.532, 0.900, 0.803], [-3.553, 1.588, 2.096], [-2.401, 1.025, -2.086], [-2.412, 1.013, -3.313], [-2.312, 0.954, -4.741], [-3.420, 0.657, -5.543], [-3.302, 0.588, -6.923], [-2.076, 0.811, -7.535], [-0.967, 1.104, -6.751], [-1.079, 1.177, -5.372], [-4.375, 0.482, -5.064], [-4.174, 0.356, -7.524], [-1.985, 0.752, -8.613], [-0.002, 1.271, -7.215], [-0.210, 1.395, -4.761]]}


Referenced to the most stable arrangement, the calculated values in hartree are run A 0.0439; run B 0.0000.


Run A
{"formula": "C2H8OS2", "method": "wB97M-V/def2-TZVPD", "orbital_gap_ev": [7.3, 4.4], "multiplicity": 2, "charge": -1, "s_squared": 0.7577, "elements": ["C", "S", "S", "C", "H", "H", "H", "H", "H", "H", "H", "H", "O"], "xyz": [[0.794, -0.252, 1.752], [2.021, 0.427, 0.667], [-2.367, -0.416, 0.692], [-1.633, 0.659, -0.535], [-0.223, 0.082, 1.518], [0.842, -1.341, 1.716], [0.966, 0.067, 2.784], [-0.836, 1.278, -0.099], [-1.098, 0.201, -1.373], [-2.382, 1.305, -0.995], [0.961, -1.361, -2.060], [1.799, -0.188, -1.691], [1.156, -0.458, -2.375]]}


Run B
{"formula": "C2H8OS2", "method": "wB97M-V/def2-TZVPD", "orbital_gap_ev": [3.5, 6.6], "multiplicity": 2, "charge": -1, "s_squared": 0.7542, "elements": ["C", "S", "S", "C", "H", "H", "H", "H", "H", "H", "H", "H", "O"], "xyz": [[-0.705, -0.487, 1.955], [0.977, -0.683, 1.259], [0.839, 0.964, -0.342], [1.266, 2.354, 0.765], [-0.902, 0.552, 2.134], [-1.443, -0.875, 1.258], [-0.718, -1.055, 2.874], [1.581, 3.161, 0.126], [0.445, 2.666, 1.387], [2.085, 2.043, 1.389], [-2.627, -2.491, -3.324], [-3.743, -1.511, -3.687], [-3.232, -2.249, -4.032]]}


Referenced to the most stable arrangement, the calculated values in hartree are run A 0.0000; run B 0.0038.


Run A
{"formula": "C5H9N2S", "method": "wB97M-V/def2-TZVPD", "orbital_gap_ev": [7.4, 7.3], "charge": 1, "elements": ["C", "C", "C", "C", "C", "N", "N", "S", "H", "H", "H", "H", "H", "H", "H", "H", "H"], "xyz": [[-1.295, -1.294, 0.702], [-2.225, 0.605, -0.201], [-0.070, 0.940, 0.704], [2.904, 0.328, 0.588], [0.514, -0.861, -1.360], [-2.255, -0.634, 0.233], [-1.209, 1.401, 0.189], [0.442, -0.707, 0.456], [-1.425, -2.144, 1.343], [-3.079, 1.005, -0.719], [0.562, 1.559, 1.312], [3.660, -0.215, 0.010], [3.230, 0.306, 1.634], [1.491, -0.509, -1.671], [0.394, -1.912, -1.615], [-0.272, -0.277, -1.832], [-1.366, 2.407, 0.229]]}


Run B
{"formula": "C5H9N2S", "method": "wB97M-V/def2-TZVPD", "orbital_gap_ev": [10.0, 3.9], "charge": 1, "elements": ["C", "C", "C", "C", "C", "N", "N", "S", "H", "H", "H", "H", "H", "H", "H", "H", "H"], "xyz": [[2.224, -1.974, 0.862], [0.999, -2.483, 0.764], [0.971, -0.806, -0.510], [0.494, 0.269, -1.222], [-2.097, 2.821, 0.301], [2.165, -0.790, 0.149], [0.167, -1.750, -0.100], [-3.706, 2.789, 0.783], [3.013, -2.383, 1.508], [0.656, -3.239, 1.451], [1.124, 1.141, -1.409], [-0.533, 0.285, -1.501], [-2.130, 2.796, -0.871], [-1.311, 2.693, 1.029], [2.885, -0.039, -0.111], [-0.785, -1.917, -0.264], [-3.609, 2.862, 2.033]]}


Referenced to the most stable arrangement, the calculated values in hartree are run A 0.1130; run B 0.0000.